[1]
94
Properties=species:S:1:pos:R:3:forces:R:3 method="wB97M-V/def2-TZVPD" lumo_energy_ev=-3.9488 total_charge=+1 homo_lumo_gap_ev=4.75 e_homo_ha=-0.3195
C -0.0335 4.5710 6.9993 -0.04 0.06 0.04
C 0.7312 3.5140 6.4902 -0.37 0.15 -0.20
C 0.1924 2.6623 5.5264 -0.28 0.16 0.31
C -1.1439 2.8386 5.1161 0.21 0.39 0.43
N -1.7206 1.9333 4.2263 -0.16 -0.14 -0.12
C -3.1161 1.7782 4.1154 -0.37 -0.09 -0.02
C -3.7302 1.8122 2.8533 -0.23 0.24 0.35
C -5.1259 1.8256 2.7756 0.17 -0.27 0.31
C -5.8908 1.6791 3.9400 0.00 -0.09 0.05
C -5.2687 1.5285 5.1874 0.32 0.15 -0.23
C -3.8779 1.6061 5.2782 -0.25 -0.09 -0.21
C -0.8991 1.2474 3.3209 0.23 -0.04 -0.12
C -0.9596 -0.1535 3.2880 0.49 0.17 0.30
C -0.0761 -0.8260 2.4657 -0.14 0.09 -0.63
C 0.6689 -0.1063 1.5183 0.17 0.56 -0.30
C 1.2228 -0.8622 0.3337 0.85 0.32 0.17
C 1.5705 -0.1264 -0.9387 -0.52 -0.75 -0.26
C 2.6589 -0.5470 -1.7165 -0.13 0.30 0.68
C 3.0075 0.1686 -2.8449 -0.48 0.31 -0.53
C 2.1354 1.1762 -3.3125 0.58 0.19 0.52
N 2.5124 1.9648 -4.4010 -0.01 -0.20 0.04
C 1.5314 2.4831 -5.2645 -0.39 0.10 -0.46
C 1.7539 3.7225 -5.8839 -0.26 -0.17 -0.04
C 0.8407 4.2000 -6.8188 -0.20 -0.40 0.06
C -0.3026 3.4492 -7.1296 0.06 0.10 0.08
C -0.5440 2.2286 -6.4868 0.20 0.29 0.09
C 0.3614 1.7474 -5.5419 0.24 0.27 -0.36
C 3.8767 2.2105 -4.6693 0.69 0.09 0.01
C 4.3301 2.2045 -5.9969 0.13 0.06 0.16
C 5.6439 2.5673 -6.2875 -0.02 0.09 0.44
C 6.5108 2.9429 -5.2517 -0.12 -0.15 -0.06
C 6.0740 2.9066 -3.9209 -0.08 -0.23 -0.23
C 4.7732 2.4985 -3.6187 -0.10 0.34 -0.50
C 0.9253 1.4432 -2.6539 -0.03 -0.17 0.23
C 0.6166 0.7437 -1.5008 0.50 -0.20 0.06
C 0.7220 1.2928 1.5556 -0.13 -0.60 0.10
C -0.0151 1.9723 2.5140 -0.23 -0.28 -0.04
C -1.9036 3.9079 5.6112 0.18 0.09 0.18
C -1.3447 4.7728 6.5517 0.17 -0.32 -0.10
H 0.3917 5.2428 7.7459 -0.11 -0.21 -0.20
H 1.7462 3.3412 6.8495 -0.26 0.12 -0.12
H 0.7792 1.8407 5.1112 -0.17 0.26 0.24
H -3.1090 1.8808 1.9580 -0.21 0.11 0.26
H -5.6100 1.9539 1.8048 0.11 -0.13 0.33
H -6.9794 1.6623 3.8799 0.29 0.03 -0.02
H -5.8491 1.3671 6.0985 0.08 0.11 -0.37
H -3.3569 1.5475 6.2388 -0.28 0.02 -0.33
H -1.6491 -0.6905 3.9485 0.31 0.31 -0.15
H -0.0229 -1.9249 2.4748 -0.05 0.60 -0.10
H 2.0151 -1.5451 0.6474 0.14 0.02 -0.13
H 3.1927 -1.4719 -1.4482 0.12 0.79 0.17
H 3.9653 0.0032 -3.3467 -0.56 -0.18 -0.01
H 2.6638 4.2817 -5.6543 -0.37 -0.16 -0.07
H 1.0376 5.1529 -7.3096 -0.16 -0.24 0.10
H -1.0125 3.8291 -7.8629 0.17 -0.12 0.15
H -1.4376 1.6418 -6.7212 0.32 0.27 0.06
H 0.1786 0.7955 -5.0380 0.12 0.32 -0.25
H 3.6318 1.9548 -6.8008 0.28 0.07 0.31
H 5.9759 2.5728 -7.3257 -0.01 0.00 0.30
H 7.5346 3.2372 -5.4829 -0.29 -0.02 0.08
H 6.7505 3.2050 -3.1140 -0.24 -0.19 -0.31
H 4.4301 2.4450 -2.5829 0.10 0.14 -0.36
H 0.2415 2.2224 -2.9978 0.29 -0.40 -0.12
H -0.3929 0.8203 -1.0733 0.66 0.32 0.18
H 1.2780 1.8242 0.7804 -0.08 -0.11 0.42
H 0.0488 3.0575 2.6123 -0.14 -0.33 -0.03
H -2.9369 4.0356 5.2726 0.49 0.04 0.16
H -1.9537 5.5927 6.9371 0.29 -0.20 -0.08
C -2.6480 -6.1620 -1.3600 -0.11 -0.17 -0.14
C -1.4904 -6.5351 -0.4511 0.04 -0.87 0.31
N -1.1485 -5.3334 0.3725 -0.41 0.33 -1.14
C -2.2899 -4.9102 1.2670 -0.15 -0.27 0.32
C -1.9946 -3.7078 2.1534 -0.13 0.12 0.16
C 0.0893 -5.5341 1.1795 0.19 0.04 0.09
C 1.2543 -6.1364 0.4098 0.37 -0.26 0.30
B -1.0081 -4.4470 -0.9188 0.56 1.17 2.93
H 0.4048 -1.4297 0.0137 -1.37 -1.59 -0.28
H -2.7905 -6.9102 -2.1423 0.14 0.19 0.02
H -3.5865 -6.0608 -0.8076 0.19 0.14 -0.25
H -2.4318 -5.1856 -1.8607 -0.34 -0.38 -0.18
H -1.6813 -7.4039 0.1937 -0.08 0.23 -0.11
H -0.6093 -6.7585 -1.0613 -0.15 -0.07 0.18
H -3.1615 -4.6901 0.6413 0.33 -0.08 0.14
H -2.5231 -5.7923 1.8800 0.01 0.18 -0.09
H -2.8613 -3.5689 2.8158 0.20 -0.02 -0.25
H -1.1264 -3.8423 2.8117 -0.31 -0.03 -0.22
H -1.8716 -2.7759 1.5858 0.01 -0.30 0.06
H 0.3449 -4.5541 1.6100 0.01 -0.45 -0.23
H -0.2294 -6.2076 1.9894 0.30 0.23 -0.04
H 2.1368 -6.0642 1.0564 -0.17 -0.06 -0.14
H 1.0962 -7.2025 0.2078 0.09 0.26 0.00
H 1.5090 -5.6241 -0.5235 -0.13 -0.08 0.27
H 0.1092 -4.4669 -1.2810 -0.37 -0.19 -1.12
H -1.7516 -3.5501 -0.8115 -0.20 0.33 -0.89

[2]
110
Properties=species:S:1:pos:R:3:forces:R:3 method="wB97M-V/def2-TZVPD" lumo_energy_ev="-2.3315 / -2.3063" total_charge=0 homo_lumo_gap_ev="3.94 / 3.87" e_homo_ha="-0.2303 / -0.2269"
Ir 0.7625 -0.0273 -0.3134 -1.27 -0.76 -0.29
C -1.7232 0.5214 4.0402 -0.03 -0.01 -0.05
Sb -1.2261 0.2793 1.9477 -0.28 -0.14 0.03
C 0.8639 -0.0557 1.8661 0.48 0.18 -0.29
C 1.1130 -1.4671 2.2972 0.00 -0.05 0.10
C 0.1523 -2.4954 2.2106 -0.01 0.18 -0.06
C 0.4692 -3.7843 2.5778 0.06 -0.12 0.12
C 1.7478 -4.0619 3.0458 -0.11 0.04 -0.03
C 2.6242 -2.9981 3.1429 0.01 0.00 0.06
N 2.3242 -1.7500 2.7932 0.03 -0.01 0.04
Si 1.9599 1.2767 2.6782 0.09 -0.03 0.14
C 3.8107 0.9742 2.8707 0.01 -0.05 -0.10
C 1.3471 1.6177 4.4246 -0.02 -0.04 -0.02
C 1.8926 2.8971 1.7217 -0.04 -0.02 -0.01
C -2.9577 -1.0444 -0.3666 0.84 -0.42 0.14
C -1.8870 -2.0177 -0.6135 -2.26 2.28 0.29
C -2.2575 -3.3724 -0.6957 0.46 -1.04 -0.17
C -1.3537 -4.3529 -1.0301 -0.72 0.13 0.33
C -0.0459 -3.9848 -1.2977 0.61 0.41 -0.19
C 0.2772 -2.6523 -1.1939 -0.04 -0.56 -0.42
N -0.5855 -1.6781 -0.8409 2.08 0.16 0.86
Si -4.2927 -1.4906 0.9005 0.52 0.11 -0.92
C -3.6366 -2.6366 2.2417 -0.02 -0.03 0.02
C -4.9850 0.0338 1.7561 -0.01 -0.03 0.06
C -5.7557 -2.3410 0.0890 -0.18 -0.08 0.24
Si -3.4340 0.1028 -1.7937 0.04 -0.78 0.76
C -4.4529 -0.9886 -2.9344 -0.05 0.22 -0.20
C -4.4909 1.5253 -1.1871 -0.01 0.11 -0.05
C -2.0264 0.7555 -2.8074 0.09 0.11 -0.07
H -1.5896 1.5546 4.3513 0.05 0.01 -0.04
H -1.0771 -0.1276 4.6288 0.01 0.01 0.00
H -2.7622 0.2314 4.1894 -0.01 -0.02 -0.08
H -0.8498 -2.3031 1.8478 -0.04 -0.01 -0.17
H -0.2787 -4.5652 2.5052 0.01 0.02 -0.02
H 2.0450 -5.0573 3.3423 0.01 -0.01 -0.01
H 3.6271 -3.1477 3.5291 0.03 -0.01 0.00
H 4.0644 -0.0508 3.1234 0.01 0.00 0.06
H 4.1464 1.6278 3.6790 0.02 0.05 0.01
H 4.3668 1.2687 1.9816 0.03 0.03 0.00
H 1.0649 0.7023 4.9459 0.03 -0.03 0.03
H 0.4897 2.2910 4.4315 -0.03 0.00 0.00
H 2.1428 2.0912 5.0017 0.01 0.04 0.01
H 1.9741 2.7590 0.6424 0.05 0.05 -0.04
H 2.7367 3.5145 2.0373 0.02 0.00 0.03
H 0.9826 3.4636 1.9169 -0.02 0.03 0.00
H -3.2958 -3.6279 -0.5415 0.05 0.05 -0.09
H -1.6689 -5.3857 -1.1022 -0.02 -0.01 -0.01
H 0.7076 -4.7032 -1.5841 0.05 0.04 0.00
H 1.2826 -2.3251 -1.4192 0.01 0.02 0.11
H -2.9353 -2.1319 2.9059 0.06 0.06 0.11
H -3.1381 -3.5243 1.8519 0.00 -0.03 -0.02
H -4.4731 -2.9726 2.8587 -0.02 -0.01 0.03
H -4.2282 0.7791 1.9995 0.07 0.05 0.02
H -5.4654 -0.2667 2.6898 -0.04 -0.01 0.04
H -5.7370 0.5287 1.1436 -0.03 0.00 -0.01
H -5.4763 -3.1913 -0.5336 0.02 -0.02 -0.02
H -6.3131 -1.6436 -0.5367 -0.02 0.03 0.00
H -6.4334 -2.7029 0.8656 -0.12 -0.05 -0.01
H -5.3525 -1.3758 -2.4598 -0.01 0.00 0.01
H -3.8579 -1.8384 -3.2755 0.04 -0.02 0.01
H -4.7543 -0.4220 -3.8184 -0.06 -0.02 -0.11
H -5.5083 1.2037 -0.9626 -0.04 0.01 0.00
H -4.5484 2.2836 -1.9706 -0.05 0.05 -0.03
H -4.0869 2.0051 -0.2941 0.05 0.01 0.02
H -1.5275 -0.0439 -3.3564 0.01 -0.03 -0.01
H -1.2801 1.2668 -2.2067 0.01 0.06 -0.02
H -2.4297 1.4702 -3.5294 0.00 -0.01 -0.08
C 3.8749 0.7414 -0.9600 0.04 0.20 -0.13
N 5.3066 0.6945 -1.2317 -0.07 -0.05 0.00
C 5.9573 -0.1069 -0.1920 0.06 0.02 0.07
N 5.4221 -1.4694 -0.1282 -0.07 0.03 -0.07
C 3.9872 -1.3898 0.1276 0.10 -0.15 0.12
N 3.2777 -0.6112 -0.9085 -0.61 -0.11 0.35
C 3.5351 -1.2628 -2.2112 0.02 -0.06 -0.26
N 4.9600 -1.3437 -2.5077 -0.04 0.02 0.10
C 5.4999 0.0189 -2.5167 0.02 0.03 -0.08
C 5.6203 -2.0923 -1.4374 0.03 -0.06 -0.01
H 3.3770 1.3081 -1.7506 -0.01 -0.01 0.05
H 3.6993 1.2372 -0.0056 0.02 0.00 0.03
H 5.8184 0.3746 0.7759 0.01 -0.01 -0.02
H 7.0267 -0.1572 -0.4057 -0.01 0.00 0.01
H 3.8041 -0.9388 1.1005 0.02 0.01 -0.05
H 3.5761 -2.4033 0.1347 -0.04 0.03 0.04
H 3.0417 -0.6992 -3.0006 0.03 -0.06 0.06
H 3.1172 -2.2724 -2.1875 0.06 0.02 -0.03
H 4.9978 0.5927 -3.2985 0.02 0.00 0.00
H 6.5674 -0.0238 -2.7402 -0.01 0.00 0.00
H 6.6901 -2.1419 -1.6494 -0.01 -0.01 0.00
H 5.2189 -3.1080 -1.4143 0.01 0.01 0.00
I -3.6002 7.8611 -2.0018 0.00 0.03 -0.01
C -2.6789 6.1770 -1.1938 0.00 0.00 0.00
C -1.8287 5.4179 -1.9873 0.02 0.00 0.03
C -1.2384 4.2851 -1.4538 0.01 0.01 0.01
C -1.5013 3.9175 -0.1373 -0.05 -0.09 -0.06
C -2.3428 4.6932 0.6527 -0.02 0.00 0.01
C -2.9346 5.8287 0.1262 0.04 -0.01 0.00
C -0.9366 2.6472 0.3773 -0.37 0.40 0.31
O -1.2739 2.3067 1.5833 0.12 -0.07 -0.13
O -0.1963 1.9793 -0.3504 0.37 -0.61 -0.35
H -1.6300 5.7047 -3.0100 -0.01 0.00 -0.01
H -0.5795 3.6723 -2.0543 0.01 -0.01 -0.03
H -2.5390 4.3982 1.6741 -0.02 0.00 0.01
H -3.5923 6.4334 0.7341 -0.01 0.00 0.00
O 0.8918 -0.1195 -2.3988 -0.08 0.51 -0.15
N 1.1556 0.9941 -3.0093 -0.04 -0.03 -0.07
C 1.1319 0.9166 -4.3120 0.08 -0.06 0.26
C 0.8342 -0.3117 -4.9911 -0.03 0.00 -0.03
N 0.5969 -1.3073 -5.5133 0.01 -0.03 -0.01
C 1.4256 2.0987 -5.0614 0.00 0.03 0.02
N 1.6634 3.0414 -5.6737 -0.01 0.02 0.00

[3]
14
Properties=species:S:1:pos:R:3:forces:R:3 method="wB97M-V/def2-TZVPD" lumo_energy_ev=1.1986 total_charge=0 homo_lumo_gap_ev=11.17 relative_energy_kj_mol=215.3 e_homo_ha=-0.3665 smiles=C1CC1[C@H]1CO1
C -1.7112 -0.2149 -0.3378 -0.16 -0.10 -0.05
C -1.1156 1.1521 -0.1563 0.02 0.18 -0.02
C -0.4784 -0.0427 0.5017 0.07 -0.08 0.11
C 0.8124 -0.6180 0.0030 -0.20 0.16 -0.12
C 2.1236 -0.2638 0.5522 0.15 0.27 -0.06
O 1.4955 -1.4921 0.8907 0.02 -0.23 0.07
H -1.6028 -0.7003 -1.3063 0.02 0.10 0.21
H -2.6354 -0.4425 0.1820 0.06 0.06 -0.14
H -1.6560 1.8462 0.4820 0.16 -0.11 -0.08
H -0.6000 1.6325 -0.9850 -0.10 -0.22 0.07
H -0.6134 -0.1307 1.5766 0.12 0.01 -0.13
H 0.7740 -0.9844 -1.0253 0.08 0.10 0.09
H 3.0128 -0.3484 -0.0748 -0.17 -0.01 0.12
H 2.1916 0.4678 1.3573 -0.07 -0.12 -0.09

[4]
8
Properties=species:S:1:pos:R:3:forces:R:3 method="wB97M-V/def2-TZVPD" lumo_energy_ev="-1.7680 / -1.5353" total_charge=0 homo_lumo_gap_ev="7.48 / 7.62" relative_energy_kj_mol=276.9 e_homo_ha="-0.3398 / -0.3365"
C 1.5713 0.8803 -0.1915 -0.35 -0.27 0.20
C 0.7403 -0.2408 -0.3138 0.08 0.19 -0.10
C -0.5641 -0.5228 -0.5056 0.10 0.00 0.02
C -1.5961 0.4571 -0.3841 -0.70 0.69 0.09
N -2.4530 1.2318 -0.2793 0.86 -0.73 -0.11
H 2.0270 0.9550 0.8107 -0.02 -0.01 -0.16
H 1.4484 -1.0884 -0.3538 0.00 0.01 0.00
H -0.8755 -1.5407 -0.7062 0.03 0.13 0.07

[5]
61
Properties=species:S:1:pos:R:3:forces:R:3 method="wB97M-V/def2-TZVPD" lumo_energy_ev=2.6119 total_charge=-1 homo_lumo_gap_ev=7.81 e_homo_ha=-0.1909
Au -2.2239 -1.0465 0.2109 -0.12 -0.26 0.21
C 2.3928 -1.9651 -1.7862 -0.13 0.12 0.08
C 1.8835 -1.9716 -0.3446 0.13 -0.20 -0.01
C 1.2984 -3.3403 -0.0043 -0.02 0.15 0.02
C 3.0167 -1.6312 0.6247 -0.16 0.07 -0.09
O 0.8035 -1.0509 -0.2056 0.31 -0.09 0.00
Si 0.6934 0.5815 -0.2512 -0.51 -0.09 0.11
S -1.3561 1.0369 -0.1948 0.14 0.11 -0.03
O 1.4520 1.0708 -1.6203 0.19 0.07 -0.16
C 1.8860 2.3589 -2.0476 0.12 0.13 -0.15
C 0.9083 3.4528 -1.6189 -0.04 -0.20 0.09
C 1.9490 2.2928 -3.5722 -0.06 -0.06 0.11
C 3.2802 2.6347 -1.4779 -0.15 -0.10 -0.02
O 1.5843 1.3037 0.9367 -0.06 0.03 0.16
C 1.3240 1.5432 2.3220 0.05 0.09 0.26
C 2.6932 1.7164 2.9795 -0.09 -0.04 -0.13
C 0.5134 2.8320 2.4735 0.07 -0.15 -0.15
C 0.5844 0.3805 2.9858 0.05 0.05 -0.25
H 3.1895 -2.7001 -1.9170 -0.01 -0.02 0.01
H 2.7645 -0.9752 -2.0481 0.04 -0.01 -0.02
H 1.5682 -2.2057 -2.4592 0.03 -0.01 -0.03
H 2.0630 -4.1156 -0.0828 -0.01 -0.02 -0.01
H 0.4770 -3.5711 -0.6837 0.02 -0.03 0.00
H 0.8985 -3.3313 1.0107 0.00 -0.02 0.00
H 3.8399 -2.3388 0.5106 0.00 -0.01 -0.01
H 2.6512 -1.6848 1.6514 0.05 0.03 0.00
H 3.3842 -0.6212 0.4360 0.04 -0.01 0.03
H -0.1132 3.1490 -1.8523 0.01 0.05 -0.06
H 1.1359 4.3865 -2.1356 0.02 0.02 0.03
H 0.9680 3.6184 -0.5419 -0.01 0.03 0.02
H 0.9528 2.0978 -3.9718 0.01 0.02 -0.03
H 2.6103 1.4808 -3.8787 -0.01 0.00 -0.01
H 2.3261 3.2318 -3.9818 -0.01 0.00 -0.02
H 3.2530 2.5159 -0.3960 0.04 0.04 0.03
H 3.6018 3.6494 -1.7233 0.01 -0.01 -0.02
H 4.0012 1.9259 -1.8913 0.00 0.00 0.02
H 3.2619 2.4907 2.4609 -0.01 0.01 0.02
H 3.2543 0.7813 2.9311 0.02 0.01 0.01
H 2.5684 2.0053 4.0244 0.06 -0.01 0.02
H 1.0595 3.6717 2.0368 -0.01 0.00 0.02
H 0.3329 3.0365 3.5306 -0.01 0.03 0.00
H -0.4420 2.7241 1.9600 -0.02 0.03 0.01
H 1.0959 -0.5610 2.7788 0.00 0.02 0.06
H -0.4321 0.3033 2.6030 -0.06 -0.03 0.00
H 0.5487 0.5389 4.0652 -0.02 -0.03 0.00
C -5.2522 0.8002 0.1862 -0.17 -0.18 0.15
S -5.9982 -0.0088 1.6253 0.07 -0.03 -0.04
C -6.3721 -1.6148 0.8791 0.08 0.28 0.02
H -4.6102 0.0796 -0.3248 -0.03 0.14 -0.01
H -4.6263 1.6146 0.5443 -0.01 0.03 -0.03
H -6.0220 1.1800 -0.4849 0.06 0.01 -0.07
H -7.1799 -1.5189 0.1543 0.00 -0.09 -0.02
H -6.6632 -2.2935 1.6771 -0.04 -0.01 0.00
H -5.4676 -2.0005 0.4133 0.01 -0.10 0.00
C -2.8715 -3.6143 -1.5713 0.00 -0.08 0.24
C -3.2581 -3.8611 -0.1061 -0.09 -0.24 -0.35
O -3.7432 -4.9441 0.2065 0.07 0.17 0.05
O -3.0771 -2.8870 0.7226 0.11 0.31 -0.05
H -2.9111 -4.5482 -2.1282 -0.01 0.00 0.02
H -1.8729 -3.1795 -1.6295 -0.02 0.05 -0.07
H -3.5767 -2.9048 -2.0094 0.06 0.05 0.00